1.
{"formula": "C26H35FIIrN4O10S2Si", "method": "ωB97M-V/def2-TZVPD", "symbols": ["H", "H", "H", "H", "H", "C", "C", "H", "S", "H", "H", "C", "H", "S", "C", "O", "C", "H", "C", "Ir", "C", "O", "O", "C", "C", "C", "Si", "H", "H", "H", "O", "N", "C", "H", "C", "H", "C", "C", "H", "H", "H", "C", "H", "N", "O", "C", "H", "C", "H", "H", "H", "O", "H", "F", "C", "H", "H", "O", "C", "H", "H", "O", "C", "C", "H", "C", "H", "N", "O", "I", "C", "N", "H", "C", "H", "H", "H", "H", "C", "O", "C"], "xyz": [[-4.0850, 1.9216, 1.3063], [-3.8262, 3.8836, -1.8938], [2.4729, 1.1327, -1.5207], [1.4327, 0.0699, -2.4906], [2.3791, 1.9048, 3.2028], [0.8765, 3.3594, -1.6018], [-3.2436, 3.5448, 0.1540], [-1.9599, 4.9953, 1.1049], [-1.5722, 0.2453, 1.5841], [-1.4795, 2.3860, -2.6395], [-2.4067, -2.4293, 0.9194], [-0.4463, -2.9053, 2.7510], [-3.5927, 5.6025, 0.7424], [-4.4205, 0.0135, -3.0353], [-0.5838, -3.3939, 1.4482], [-0.2072, 3.1013, 1.3996], [1.3454, 4.4073, 2.5835], [-2.4038, 5.4018, -0.5601], [0.4891, 1.9100, -1.8741], [-0.6832, -0.9171, -0.2690], [1.7102, 1.9411, 2.3401], [0.4236, -1.9956, -4.5069], [0.0079, 1.3127, -0.6452], [-3.2160, -0.3326, -1.9927], [3.0106, -3.8871, -0.7231], [2.6530, -4.2489, -3.0773], [-0.9858, 1.9331, 0.5373], [0.0235, 3.9299, -1.2314], [0.0002, -4.9710, 0.1134], [-1.6636, -3.3343, -0.4099], [4.9548, -5.7586, -0.8332], [1.0736, -3.0128, -4.3865], [0.3571, -3.5414, 3.6843], [0.4896, 2.7786, 4.6665], [1.6551, -3.3240, -3.0732], [0.5940, 5.1933, 2.6774], [-4.2611, 3.4774, -0.9794], [2.0209, -2.9079, -0.7259], [2.3082, 2.1279, 1.4454], [1.2325, 0.9663, 2.2354], [0.4753, -3.1584, 4.6896], [-0.6014, 1.8143, -2.9348], [-0.6804, 1.8493, 3.7108], [-2.3917, -0.5728, -1.2061], [-2.1324, 2.7698, -0.2809], [-1.4568, -2.6894, 0.4489], [1.2298, 3.8201, -2.5266], [0.9205, -5.2097, 2.0337], [2.1248, 1.5271, -3.2173], [1.9142, 4.5813, 1.6689], [3.5630, -4.0876, 0.1795], [2.7893, -2.3337, 1.3516], [-0.2230, 2.1968, -3.8854], [1.8203, -5.3136, 4.2186], [1.1921, -2.6416, -1.8780], [-3.1395, 3.0628, 2.2675], [-4.5398, 2.4406, -1.1710], [4.6378, -6.0920, -2.9345], [0.6687, 3.0412, 2.5231], [-4.7519, 3.5242, 1.6963], [1.4556, -6.1134, 1.7699], [1.3314, -3.7693, -5.3061], [1.7070, 1.1057, -2.3010], [3.3084, -4.5532, -1.8827], [-0.8887, 3.6025, 3.9100], [-3.8437, 2.9758, 1.4361], [-5.1572, 4.0510, -0.7301], [4.3686, -5.5394, -1.8820], [1.1838, -1.1583, 0.6324], [-0.5095, -6.1863, -2.5157], [0.1101, -4.5585, 1.1115], [1.9732, -2.1248, 0.4801], [1.6737, 3.4109, -0.8572], [-0.1560, 2.8020, 3.7855], [-0.9629, -1.9949, 3.0286], [2.0248, 4.4647, 3.4367], [-0.9023, 0.7755, -3.0751], [2.9050, -4.7541, -3.9952], [-2.7720, 4.9803, 0.3773], [0.2296, -1.8405, -1.9057], [1.0287, -4.6848, 3.3023]], "forces_ev_per_angstrom": [[0.0, 0.0, 0.0], [0.0, 0.0, 0.0], [0.0, 0.0, 0.0], [0.0, 0.0, 0.0], [0.0, 0.0, 0.0], [0.0, 0.0, 0.0], [-0.1, 0.1, 0.0], [0.0, 0.0, 0.0], [0.1, 0.1, 0.1], [0.0, 0.0, 0.0], [0.0, 0.0, 0.0], [0.0, 0.0, 0.0], [0.0, 0.0, 0.0], [0.0, 0.1, -0.1], [-0.1, -0.1, 0.0], [-0.1, 0.1, 0.1], [0.0, 0.0, 0.0], [0.0, 0.0, 0.0], [-0.1, 0.1, -0.1], [0.1, -0.1, 0.2], [0.0, 0.0, 0.0], [0.0, 0.0, 0.0], [0.2, -0.1, -0.1], [-0.1, -0.1, 0.3], [0.0, 0.0, -0.2], [-0.2, -0.1, 0.1], [-0.2, 0.2, 0.0], [0.0, 0.0, 0.0], [0.0, -0.1, 0.0], [0.0, -0.1, 0.1], [0.0, 0.0, 0.0], [0.0, 0.0, -0.1], [0.0, 0.0, 0.0], [0.0, 0.0, 0.0], [0.0, 0.1, 0.0], [0.0, 0.0, 0.0], [0.0, 0.0, 0.1], [0.1, -0.1, 0.2], [0.0, 0.0, 0.0], [0.0, 0.0, 0.0], [0.0, 0.0, 0.0], [0.0, 0.0, 0.1], [0.0, 0.0, 0.0], [0.2, -0.1, -0.4], [0.2, -0.1, 0.0], [0.1, 0.0, -0.2], [0.0, 0.0, 0.0], [0.0, 0.0, 0.1], [0.0, 0.0, 0.0], [0.0, 0.0, 0.0], [0.0, 0.0, 0.0], [0.0, 0.0, -0.1], [0.0, 0.0, 0.0], [0.0, 0.0, 0.0], [0.3, 0.3, 0.0], [0.0, 0.0, 0.0], [0.0, 0.0, 0.0], [0.0, 0.1, 0.0], [0.1, 0.0, 0.0], [0.0, 0.0, 0.0], [0.0, 0.0, 0.0], [0.0, 0.0, 0.0], [0.1, 0.0, 0.1], [-0.1, 0.1, 0.1], [0.0, 0.0, 0.0], [0.0, 0.0, 0.0], [0.0, 0.0, 0.0], [0.1, -0.1, 0.0], [-0.1, -0.2, 0.1], [0.1, 0.0, 0.1], [-0.1, 0.1, 0.0], [0.0, 0.2, 0.1], [0.0, 0.0, 0.0], [0.0, 0.0, 0.0], [0.0, 0.0, 0.0], [0.0, 0.0, 0.0], [0.0, 0.0, 0.0], [0.0, 0.0, 0.0], [0.0, 0.0, 0.0], [-0.5, -0.2, 0.0], [0.0, 0.0, 0.0]], "lowdin_charge": [0.073, 0.085, 0.090, 0.065, 0.088, -0.027, -0.645, 0.072, 0.455, 0.078, 0.044, -0.062, 0.081, 0.447, -0.295, -0.151, -0.036, 0.083, -0.608, 1.048, -0.030, 0.089, -0.258, -0.914, 0.086, 0.042, -0.119, 0.075, 0.000, 0.058, 0.050, -0.338, -0.024, 0.083, -0.107, 0.080, -0.031, -0.059, 0.086, 0.055, 0.108, -0.013, 0.047, -0.102, -0.144, -0.261, 0.088, -0.012, 0.090, 0.079, 0.132, 0.096, 0.091, 0.017, -0.274, 0.073, 0.056, 0.061, -0.655, 0.084, 0.119, 0.040, -0.017, -0.143, 0.082, -0.049, 0.082, -0.356, -0.123, -0.503, -0.062, -0.270, 0.080, -0.040, 0.064, 0.081, 0.078, 0.131, -0.031, -0.135, -0.295], "homo_ha": -0.080, "multiplicity": 1, "total_charge": -2, "lumo_ev": 3.15, "homo_lumo_gap_ev": 5.330}



2.
{"formula": "C3H7N3", "method": "ωB97M-V/def2-TZVPD", "symbols": ["N", "H", "H", "C", "N", "C", "H", "H", "H", "N", "H", "C", "H"], "xyz": [[0.8017, -0.1837, 0.1051], [1.5792, 1.2889, 1.0575], [2.9590, -0.5885, 0.5312], [-0.2871, -0.8147, -0.1714], [1.4323, 0.8928, 0.1350], [-2.0576, 0.6641, -0.3160], [-1.3443, 1.3502, -0.9196], [2.7369, -0.3051, -1.2981], [-2.1788, -0.9129, 0.8243], [-1.5281, -0.3221, 0.2218], [-3.1283, 1.0344, -0.0926], [2.2462, -0.2197, -0.2508], [-0.3057, -1.8104, -0.5098]], "forces_ev_per_angstrom": [[-2.4, -6.9, -2.9], [0.1, 0.7, 0.2], [-1.2, -0.1, -0.5], [1.8, 0.8, 1.8], [2.4, 5.8, 0.8], [-0.9, 5.4, -1.5], [-1.6, -1.2, 0.5], [-1.9, 0.3, 1.4], [1.2, 0.3, -0.7], [-2.1, -2.4, 1.9], [1.7, -0.9, -0.4], [2.4, -0.5, -0.3], [0.5, -1.2, -0.4]], "nbo_charge": [-0.032, 0.437, 0.271, 0.302, -0.307, 0.194, 0.257, 0.301, 0.497, -0.477, 0.310, -0.034, 0.281], "homo_ha": -0.760, "smiles": "C=[NH+]/C=[N+]1/CN1", "multiplicity": 1, "total_charge": 2, "lumo_ev": -10.79, "homo_lumo_gap_ev": 9.897}



3.
{"formula": "C7H7N5O", "method": "ωB97M-V/def2-TZVPD", "symbols": ["N", "H", "C", "N", "H", "H", "H", "C", "C", "H", "N", "N", "C", "H", "C", "H", "C", "C", "O", "N"], "xyz": [[2.3817, 0.6696, 0.1295], [-3.9803, 2.3476, -0.2037], [1.3974, -1.2402, 1.0145], [3.9019, 2.5568, 0.1509], [2.3310, -1.6790, 0.3596], [1.2505, -1.7806, 1.9801], [0.3701, 0.1030, -2.6105], [-2.2509, 1.3926, 0.1566], [-0.3017, 0.8162, 0.8114], [0.5220, -1.4283, 0.3889], [-3.4621, 1.7722, 0.3461], [1.8226, 0.1565, 1.2232], [0.6289, 0.3285, -1.5468], [-3.8067, 1.5423, 1.3104], [3.1971, 1.6781, 0.1672], [2.6155, 0.1643, -1.9060], [1.9086, 0.3596, -1.2142], [-0.4495, 0.6451, -0.5771], [-1.4267, 1.4058, 1.2010], [-1.6840, 1.0140, -0.9478]], "forces_ev_per_angstrom": [[-2.2, -2.7, -1.8], [-1.4, 1.6, -1.9], [2.6, -1.5, -1.4], [2.1, 2.5, -0.1], [-2.1, 0.5, 1.9], [0.4, 0.8, -0.7], [0.1, 0.2, 1.1], [3.3, -0.3, -2.5], [2.3, -1.4, -2.2], [0.2, 0.4, 0.2], [-3.1, -1.2, 5.0], [-2.4, 0.5, 0.1], [-1.7, 0.1, 0.3], [0.2, 0.8, -1.7], [-0.5, -0.3, 0.9], [2.5, -0.4, -1.9], [-1.4, 0.4, 2.2], [3.1, 0.1, 0.8], [-0.4, 0.0, 2.1], [-1.7, 0.0, -0.4]], "nbo_charge": [-0.283, 0.409, -0.456, -0.298, 0.198, 0.232, 0.244, 0.621, 0.252, 0.232, -0.811, -0.073, -0.171, 0.401, 0.413, 0.209, -0.077, -0.094, -0.445, -0.502], "homo_ha": [-0.296, -0.289], "multiplicity": 1, "lumo_ev": [-0.91, -0.99], "homo_lumo_gap_ev": [7.130, 6.881]}



Values of energy above the lowest of the compared OMol25 structures with the same formula, charge and spin, in order: 0.0, 488.5, 657.1, all in kJ/mol.